1.
Formula: C4H10OS
Source: the Open Molecules 2025 dataset
Level of theory: wB97M-V/def2-TZVPD

```
16
C4H10OS (wB97M-V/def2-TZVPD)
C -1.7558 1.4952 0.5141
C -2.2322 0.2906 1.3318
O -2.1044 0.2572 2.5308
H -2.6823 2.0655 0.2504
H -1.3095 1.2860 -0.4421
H -1.1738 2.1912 1.1011
H -2.2473 -0.7000 0.8477
C 0.4243 -1.4414 -1.4450
S 1.9088 -0.4439 -1.4137
C 1.6921 0.3265 0.1633
H -0.3739 -0.8204 -1.0448
H 0.4608 -2.4468 -0.9689
H 0.0516 -1.7106 -2.4372
H 0.8509 -0.1329 0.6698
H 2.5164 0.3996 0.8655
H 1.2041 1.3634 0.1638
```

For the electronic energy, the calculation gives -631.772076 Ha. As for the highest occupied orbital energy: -8.672 eV. As for the charge: 0. The structure (SMILES) is CC=O.CSC. The calculation puts the molecular weight at 106.2 g/mol.

2.
Formula: C31H38N4O6
Source: the Open Molecules 2025 dataset
Level of theory: wB97M-V/def2-TZVPD

```
79
C31H38N4O6 (wB97M-V/def2-TZVPD)
C -0.6122 3.3204 -0.7034
H -1.0059 2.1689 -0.5946
H -0.3828 3.5636 0.3729
H -1.3499 3.8279 -1.2168
C 0.7111 3.1535 -1.8084
C 0.3704 2.8492 -3.1022
H -0.3883 3.6300 -3.6031
H 0.0353 1.6893 -2.9643
H 1.3868 2.6747 -3.6308
C 1.2982 4.6557 -1.7265
H 0.7479 5.4165 -1.9810
H 1.7521 5.0128 -0.6590
H 2.2251 4.5494 -2.4766
O 1.6977 2.3658 -1.0150
C 2.2460 2.3574 0.0617
O 1.8968 3.4547 0.8955
C 3.1259 1.4092 0.2994
N 2.8056 0.8279 1.6190
C 1.5517 0.2659 1.9850
O 0.6675 0.6746 1.0861
C 1.4133 -0.3041 3.1336
C 0.2314 -0.6023 3.8200
N 0.5858 -1.2044 5.0741
C 1.8616 -0.8086 5.1679
N 2.5563 -0.5962 4.1565
H 2.3962 -1.2930 6.0188
H -0.1484 -1.7139 5.4157
C -1.1778 -1.0697 3.4780
O -1.9939 -1.4668 4.0457
N -1.6322 -0.4650 2.1198
C -2.7575 -0.8732 1.6063
C -2.6542 -2.3110 0.8182
O -1.7521 -2.8888 0.9344
O -3.9244 -2.5591 0.2400
C -4.1143 -3.8167 -0.3496
C -3.1349 -4.0038 -1.2475
H -2.0609 -4.2181 -1.1306
H -3.3756 -2.9417 -2.0618
H -3.3734 -4.9004 -1.9504
C -5.4710 -3.6325 -0.6645
H -6.4020 -3.5055 0.0512
H -5.6551 -2.6831 -1.4020
H -5.7858 -4.6253 -1.3173
C -3.9638 -4.9094 0.6020
H -2.7722 -4.9888 1.1129
H -4.7415 -4.8994 1.5713
H -4.2975 -5.9254 0.2130
C -3.3910 0.2011 0.3776
C -2.7585 -0.2389 -0.8665
C -3.6997 -0.1663 -1.8790
C -3.4452 -0.6888 -3.1670
C -2.1205 -0.9166 -3.5099
C -1.2361 -0.9074 -2.4903
C -1.6271 -0.3079 -1.3242
H -0.8867 -0.2065 -0.5599
H -0.2315 -0.7520 -2.6863
H -1.8480 -1.1871 -4.6331
H -4.2030 -0.6504 -3.9611
H -4.8363 -0.1135 -1.5530
H -3.0065 1.3433 0.8457
H -4.3277 0.2725 0.4383
H -3.6547 -0.8319 2.3338
H -0.8120 -0.1802 1.5653
H 3.5412 0.7487 2.3678
H 4.0940 1.9432 0.5353
C 3.3669 0.3541 -0.7361
C 3.9405 0.9879 -2.0219
C 5.1626 1.6841 -1.7677
C 5.7867 2.3059 -3.1803
C 4.8334 2.3610 -4.1134
C 3.7939 1.4325 -4.1480
C 3.2287 0.8647 -3.1259
H 2.4645 0.3122 -3.2151
H 3.4784 1.1188 -5.0445
H 5.3653 2.4307 -5.3038
H 6.6551 2.5571 -3.0195
H 5.8946 1.6927 -0.9578
H 2.4942 -0.1770 -0.8837
H 4.0770 -0.6934 -0.2094
```

For the electronic energy, the calculation gives -1873.681248 Ha. As for the highest occupied orbital energy: -8.382 eV. As for the charge: 0. The calculation puts the molecular weight at 562.7 g/mol.

3.
Formula: C8H12EuN2P
Source: the Open Molecules 2025 dataset
Level of theory: wB97M-V/def2-TZVPD

```
24
C8H12EuN2P (wB97M-V/def2-TZVPD)
C 0.7350 0.3827 -3.0521
C -0.5094 -0.2980 -2.9770
C -0.2939 -1.5614 -2.3564
C 1.1040 -1.7005 -2.1076
C 1.7479 -0.4963 -2.5139
Eu 0.9380 0.9802 0.1054
P -0.5011 3.4946 -0.2293
H 0.9275 1.3451 -3.5398
H -1.4591 0.0742 -3.3615
H -1.0445 -2.3163 -2.1612
H 2.8260 -0.3299 -2.5705
H 1.6014 -2.5791 -1.6905
H -1.4970 3.8017 0.7803
H -1.0140 4.2679 -1.3235
H 0.5679 4.3874 0.2094
N -0.6413 -0.6524 3.8343
C -0.5309 -1.9675 3.4024
C -0.2557 -1.8926 2.0662
N -0.1704 -0.5481 1.6936
C -0.4271 0.1745 2.7948
H -0.8588 -0.3536 4.7866
H -0.6488 -2.8155 4.0478
H -0.1040 -2.6671 1.3240
H -0.4918 1.2698 2.8385
```

For the electronic energy, the calculation gives -1472.987457 Ha. As for the highest occupied orbital energy (spin up / spin down): 0.069 / -2.190 eV. As for the expectation value of S²: 15.763. As for the charge: -1. The spin multiplicity is 8. The calculation puts the molecular weight at 319.1 g/mol.

4.
Formula: C4H8InO3
Source: the Open Molecules 2025 dataset
Level of theory: wB97M-V/def2-TZVPD

```
16
C4H8InO3 (wB97M-V/def2-TZVPD)
H 0.7944 1.6237 -0.9817
C -0.8944 0.3282 -1.3796
H -0.3102 -0.5251 -1.7378
H -1.8708 0.3381 -1.8709
C -0.1644 1.6396 -1.5142
H -0.7750 2.4705 -1.1399
H 0.0354 1.8036 -2.5814
O -1.2350 0.0590 0.0242
C -0.4165 -0.5540 0.8644
O -0.9304 -0.8332 1.9555
In -2.6915 -0.1316 1.6099
O 0.7744 -0.7728 0.4707
C 1.7462 -1.2754 1.4156
H 1.7940 -0.5986 2.2739
H 1.4534 -2.2842 1.7222
H 2.6906 -1.2878 0.8691
```

For the electronic energy, the calculation gives -571.572300 Ha. As for the highest occupied orbital energy (spin up / spin down): -24.366 / -24.512 eV. As for the charge: +3. The calculation puts the molecular weight at 218.9 g/mol.

- What is the formula in the fourth record?
  C4H8InO3